Entry one
A molecular structure, C32H25Co2N2O7. Source: the OMol25 dataset; level of theory: ωB97M-V/def2-TZVPD.

Geometry as XYZ:
```
68
Properties=species:S:1:pos:R:3:mulliken_charge:R:1
C -0.64 -2.49 2.30 -1.111
O -1.36 -1.67 1.38 -0.131
C -0.95 -0.42 0.88 0.741
C 0.16 0.27 1.67 0.620
C 0.98 1.22 0.95 0.250
C 2.07 1.85 1.66 -0.859
C 2.20 1.67 3.02 -0.851
C 1.30 0.86 3.72 -1.224
C 0.25 0.22 3.06 0.087
C -2.25 0.36 0.96 -0.713
N -2.54 1.61 1.38 0.291
C -1.67 2.62 1.94 -0.465
C -3.92 1.85 1.16 0.710
C -4.43 0.72 0.57 0.905
C -5.77 0.59 0.25 -0.894
C -6.61 1.68 0.57 -0.648
C -6.09 2.83 1.18 -0.666
C -4.72 2.93 1.49 -1.107
N -3.36 -0.19 0.44 -0.002
C -3.52 -1.51 -0.11 -0.669
H -0.58 -3.48 1.84 0.331
H 0.39 -2.14 2.54 0.383
H -1.24 -2.53 3.21 0.323
H 0.51 1.75 0.11 0.568
H 2.73 2.53 1.10 0.348
H 2.98 2.19 3.58 0.378
H 1.41 0.73 4.80 0.362
H -0.52 -0.32 3.63 0.461
H -2.31 3.47 2.19 0.334
H -1.18 2.27 2.85 0.196
H -0.92 2.95 1.21 0.134
H -6.14 -0.32 -0.22 0.315
H -7.67 1.62 0.35 0.385
H -6.76 3.66 1.42 0.379
H -4.29 3.82 1.96 0.340
H -4.46 -1.50 -0.68 0.383
H -2.69 -1.77 -0.77 0.243
H -3.60 -2.27 0.69 0.157
O -0.21 -3.43 -0.63 -0.758
C 0.37 -2.37 -0.47 0.603
Co 2.07 -0.33 0.43 0.150
C 3.49 -0.81 1.31 0.121
O 4.42 -1.10 1.94 -0.485
C 1.73 -2.27 0.25 0.317
O 2.46 -3.19 0.53 -0.681
C 2.16 -0.41 -2.21 -1.153
C 3.28 -1.19 -2.66 0.115
C 4.60 -0.74 -2.42 -0.059
C 5.68 -1.45 -2.92 -0.802
C 5.48 -2.62 -3.66 -0.348
C 4.17 -3.09 -3.89 -0.770
C 3.08 -2.38 -3.39 -0.092
C 1.07 -0.31 -1.42 1.603
C -0.12 -1.06 -0.98 0.375
Co 1.41 1.20 -2.42 -0.719
C 1.65 1.35 -4.16 0.133
O 1.81 1.41 -5.30 -0.465
C 2.56 2.35 -1.70 0.152
O 3.34 3.12 -1.33 -0.443
C -0.21 1.87 -2.26 -0.020
O -1.29 2.27 -2.12 -0.460
H 4.74 0.18 -1.84 0.399
H 6.69 -1.08 -2.74 0.366
H 6.33 -3.17 -4.06 0.361
H 4.00 -4.00 -4.46 0.355
H 2.06 -2.73 -3.54 0.413
H -0.82 -0.41 -0.31 -0.279
H -0.79 -1.28 -1.85 0.790
```

Results
Highest occupied orbital energy: -2.6574 eV
Gap between HOMO and LUMO: 5.017 eV
Total charge: -1



Entry two
A molecular structure, C32H25Co2N2O7. Source: the OMol25 dataset; level of theory: ωB97M-V/def2-TZVPD.

Geometry as XYZ:
```
68
Properties=species:S:1:pos:R:3:mulliken_charge:R:1
C -1.25 -0.17 3.23 -0.950
O -1.21 0.76 2.13 -0.461
C -0.16 1.00 1.32 0.332
C 1.17 0.35 1.57 0.870
C 1.87 -0.10 0.43 0.407
C 3.16 -0.63 0.56 -0.821
C 3.79 -0.62 1.80 -0.830
C 3.11 -0.17 2.93 -0.876
C 1.81 0.31 2.83 -0.420
C -0.18 2.31 0.71 -0.351
N 0.85 3.20 0.65 0.188
C 2.25 2.98 0.91 -0.523
C 0.36 4.47 0.39 0.777
C -1.01 4.36 0.28 0.955
C -1.82 5.49 0.26 -0.894
C -1.19 6.74 0.30 -0.669
C 0.20 6.85 0.46 -0.696
C 1.00 5.70 0.56 -0.967
N -1.33 3.03 0.52 0.142
C -2.69 2.56 0.65 -0.480
H -2.32 -0.27 3.42 0.253
H -0.80 -1.14 2.93 0.308
H -0.73 0.30 4.08 0.397
H 1.39 0.07 -0.55 0.301
H 3.67 -1.06 -0.31 0.371
H 4.82 -0.99 1.88 0.383
H 3.59 -0.21 3.92 0.357
H 1.28 0.70 3.71 0.253
H 2.75 3.93 0.73 0.322
H 2.43 2.69 1.96 0.251
H 2.68 2.24 0.23 0.154
H -2.90 5.37 0.23 0.295
H -1.78 7.65 0.23 0.380
H 0.67 7.83 0.52 0.355
H 2.07 5.75 0.78 0.298
H -3.35 3.40 0.41 0.358
H -2.89 1.75 -0.07 0.131
H -2.91 2.22 1.68 0.194
O -3.29 -0.99 1.08 -0.664
C -2.27 -1.34 0.52 0.207
Co 0.10 -2.48 0.04 0.132
C 1.28 -3.13 1.16 0.330
O 2.11 -3.67 1.77 -0.432
C -1.61 -2.72 0.82 0.257
O -2.02 -3.68 1.42 -0.678
C -0.63 -2.55 -1.95 0.582
C -0.73 -3.95 -2.23 0.751
C 0.45 -4.74 -2.21 -0.151
C 0.36 -6.13 -2.27 -0.867
C -0.90 -6.73 -2.45 -0.363
C -2.06 -5.95 -2.59 -0.696
C -1.98 -4.56 -2.50 -0.163
C -0.86 -1.29 -1.50 -0.309
C -1.58 -0.48 -0.54 1.038
Co 0.23 -1.25 -2.95 -0.367
C -0.20 -1.55 -4.64 0.157
O -0.56 -1.66 -5.74 -0.446
C 1.97 -1.54 -2.70 0.202
O 3.10 -1.67 -2.49 -0.451
C 0.14 0.48 -2.74 -0.263
O 0.01 1.61 -2.47 -0.427
H 1.41 -4.23 -2.07 0.326
H 1.27 -6.72 -2.13 0.355
H -0.95 -7.81 -2.53 0.346
H -3.04 -6.42 -2.73 0.352
H -2.86 -3.92 -2.59 0.429
H -0.87 0.30 -0.11 -1.220
H -2.40 0.11 -0.99 0.934
```

Results
Highest occupied orbital energy: -3.5386 eV
Gap between HOMO and LUMO: 6.010 eV
Total charge: -1



Decreasing stability: entry two, entry one



Entry one
A molecular structure, C6H14CsN2O2. Source: the OMol25 dataset; level of theory: ωB97M-V/def2-TZVPD.

Geometry as XYZ:
```
25
Properties=species:S:1:pos:R:3:mulliken_charge:R:1
Cs -1.41 1.35 2.87 1.044
C -0.94 2.15 -2.17 -1.034
C -1.61 1.48 -1.01 0.764
O -1.80 2.08 0.06 -0.668
N -2.01 0.21 -1.20 -0.132
C -2.74 -0.57 -0.22 -0.730
H 0.09 2.39 -1.90 0.211
H -1.47 3.07 -2.39 0.308
H -0.92 1.52 -3.06 0.348
H -1.84 -0.21 -2.09 0.214
H -2.08 -1.27 0.29 0.171
H -3.56 -1.07 -0.73 0.356
H -3.16 0.10 0.53 0.181
C 2.41 0.85 0.47 -0.686
C 1.60 -0.34 0.89 0.500
O 0.38 -0.25 1.14 -0.596
N 2.23 -1.52 0.92 -0.190
C 1.57 -2.74 1.36 -0.821
H 3.35 0.56 -0.01 0.365
H 2.65 1.49 1.32 0.263
H 1.84 1.43 -0.25 0.017
H 3.22 -1.54 0.75 0.255
H 0.89 -3.11 0.60 0.248
H 1.01 -2.56 2.28 0.260
H 2.32 -3.49 1.56 0.355
```

Results
Highest occupied orbital energy: -12.8531 eV
Gap between HOMO and LUMO: 9.987 eV
Total charge: +1



Entry two
A molecular structure, C6H14CsN2O2. Source: the OMol25 dataset; level of theory: ωB97M-V/def2-TZVPD.

Geometry as XYZ:
```
25
Properties=species:S:1:pos:R:3:mulliken_charge:R:1
Cs 31.57 3.57 2.38 1.050
C 31.36 0.19 4.05 -0.735
C 31.53 -0.10 5.53 0.736
O 31.29 -1.20 5.97 -0.592
N 32.04 0.92 6.28 -0.157
C 32.34 0.75 7.68 -0.852
H 32.32 0.02 3.55 0.307
H 30.92 1.15 3.77 -0.095
H 30.69 -0.57 3.65 0.313
H 32.17 1.82 5.87 0.143
H 33.42 0.75 7.86 0.279
H 31.92 -0.18 8.02 0.321
H 31.92 1.58 8.26 0.300
C 31.55 7.99 -0.43 -0.998
C 31.96 6.55 -0.29 0.522
O 31.30 5.74 0.37 -0.608
N 33.10 6.21 -0.96 -0.180
C 33.67 4.89 -0.76 -0.667
H 30.50 8.10 -0.17 0.309
H 31.69 8.33 -1.46 0.356
H 32.13 8.58 0.27 0.258
H 33.28 6.66 -1.84 0.277
H 33.97 4.80 0.28 0.142
H 34.55 4.77 -1.39 0.317
H 32.97 4.10 -1.03 0.255
```

Results
Highest occupied orbital energy: -12.2547 eV
Gap between HOMO and LUMO: 8.732 eV
Total charge: +1



Decreasing stability: entry one, entry two



Entry one
A single C3H9O2P molecule. Source: the OMol25 dataset; level of theory: ωB97M-V/def2-TZVPD.

Geometry as XYZ:
```
15
Properties=species:S:1:pos:R:3:mulliken_charge:R:1
C 1.12 0.62 -1.37 -1.042
C 0.20 -0.53 -0.81 -0.451
C -0.30 -0.14 0.69 0.335
O -0.96 1.05 0.84 -0.491
O 0.84 -0.29 1.51 -0.483
P -1.50 -1.43 1.43 -0.149
H 0.49 1.35 -1.84 0.256
H 1.74 0.07 -2.04 0.361
H 1.59 1.04 -0.50 0.275
H 0.90 -1.44 -0.87 0.309
H -0.61 -0.56 -1.53 0.418
H -0.50 1.89 1.05 0.295
H 1.53 0.31 1.12 0.333
H -2.26 -0.45 2.02 0.021
H -2.28 -1.47 0.31 0.015
```

Results
Highest occupied orbital energy: -9.1500 eV
Gap between HOMO and LUMO: 9.780 eV



Entry two
2 unconnected molecules or ions with the total composition C3H9O2P. Source: the OMol25 dataset; level of theory: ωB97M-V/def2-TZVPD.

Geometry as XYZ:
```
15
Properties=species:S:1:pos:R:3:mulliken_charge:R:1
O 1.53 -0.32 -1.04 -0.515
P 2.09 0.11 0.23 0.586
O 3.71 0.10 0.12 -0.427
H 1.40 1.21 0.58 0.062
H 2.13 -0.64 1.38 0.005
H 4.09 0.21 0.92 0.288
C -1.10 -0.82 0.82 -1.125
C -1.33 -0.43 -0.45 0.154
C -2.15 0.80 -0.85 -0.900
H -1.66 -0.47 1.61 0.328
H -0.61 -1.72 1.03 0.374
H -1.07 -1.10 -1.21 0.356
H -2.64 1.37 -0.05 0.333
H -2.89 0.26 -1.47 0.273
H -1.50 1.44 -1.62 0.209
```

Results
Highest occupied orbital energy: -9.1251 eV
Gap between HOMO and LUMO: 9.704 eV



Decreasing stability: entry two, entry one



Entry one
4 unconnected molecules or ions with the total composition C6H21NO3. Source: the OMol25 dataset; level of theory: ωB97M-V/def2-TZVPD.

Geometry as XYZ:
```
31
Properties=species:S:1:pos:R:3:mulliken_charge:R:1
C 2.35 1.76 -0.04 -1.249
C 1.61 0.89 0.93 0.092
C 0.07 1.13 1.02 -0.887
N -0.71 -0.07 0.65 -0.115
C -1.59 0.06 -0.54 0.412
C -2.26 -1.27 -0.81 -1.625
C -2.65 1.14 -0.25 -1.416
H 3.41 1.89 0.15 0.392
H 2.16 1.60 -1.10 0.235
H 2.07 2.83 -0.03 0.400
H 1.77 -0.15 0.77 -0.431
H 1.88 1.12 1.97 0.401
H -0.18 1.92 0.31 0.333
H -0.25 1.53 1.98 0.472
H -1.29 -0.29 1.46 0.404
H -0.93 0.31 -1.36 0.237
H -1.64 -1.93 -1.41 0.306
H -2.83 -1.72 0.01 0.360
H -3.14 -1.03 -1.42 0.496
H -2.34 1.90 0.46 0.385
H -3.17 1.58 -1.10 0.370
H -3.46 0.66 0.32 0.379
O 0.46 -2.67 2.05 -0.651
H 0.15 -1.78 2.22 0.307
H -0.05 -2.99 1.30 0.319
O 2.43 -1.89 -0.57 -0.629
H 2.67 -2.03 0.36 0.332
H 1.77 -1.20 -0.39 0.493
O 1.05 -0.54 -2.53 -0.648
H 1.98 -0.41 -2.73 0.346
H 0.66 -0.36 -1.68 0.178
```

Results
Highest occupied orbital energy: -9.3981 eV
Gap between HOMO and LUMO: 10.081 eV



Entry two
4 unconnected molecules or ions with the total composition C6H21NO3. Source: the OMol25 dataset; level of theory: ωB97M-V/def2-TZVPD.

Geometry as XYZ:
```
31
Properties=species:S:1:pos:R:3:mulliken_charge:R:1
C 1.39 -1.12 -2.26 -1.420
C 0.90 -2.20 -1.22 -0.465
C 0.87 -1.77 0.22 -0.388
C 0.76 -0.30 0.64 -0.791
N -0.48 0.60 0.48 0.134
C -0.70 0.99 -0.88 -0.557
C -1.38 0.10 -1.91 -1.383
H 2.46 -1.28 -2.37 0.392
H 0.91 -0.99 -3.25 0.308
H 1.43 -0.08 -2.08 0.449
H -0.11 -2.70 -1.51 0.308
H 1.59 -3.13 -1.31 0.389
H 0.22 -2.40 0.83 0.145
H 1.89 -2.11 0.74 0.305
H 1.50 0.34 0.28 0.601
H 1.08 -0.12 1.76 0.201
H -1.29 0.10 0.95 -0.070
H -1.05 2.10 -0.96 0.454
H 0.32 1.46 -1.28 0.462
H -1.02 0.28 -2.96 0.252
H -2.49 0.36 -1.84 0.336
H -1.29 -0.93 -1.82 0.390
O 0.76 2.41 3.34 -0.637
H 0.32 2.19 2.54 0.363
H 1.43 1.85 3.59 0.290
O -0.41 3.67 0.57 -0.671
H -1.18 3.85 1.02 0.302
H -0.08 2.77 0.50 0.247
O -2.42 -1.36 2.95 -0.643
H -1.83 -2.06 2.71 0.316
H -2.10 -0.52 2.52 0.381
```

Results
Highest occupied orbital energy: -9.7273 eV
Gap between HOMO and LUMO: 10.205 eV



Decreasing stability: entry one, entry two



Entry one
2 unconnected molecules or ions with the total composition C4H12BN. Source: the OMol25 dataset; level of theory: ωB97M-V/def2-TZVPD.

Geometry as XYZ:
```
18
Properties=species:S:1:pos:R:3:mulliken_charge:R:1
B -1.16 -0.02 -0.02 -0.199
C 2.41 -1.23 2.34 -0.677
C -1.74 1.22 -2.25 -1.185
C 2.03 0.18 2.11 -0.747
C -1.14 1.32 -0.84 -0.418
N -1.48 -1.28 -0.45 -0.211
H 3.49 -1.31 2.50 0.291
H 1.90 -1.64 3.21 0.268
H 2.17 -1.87 1.48 0.200
H -1.67 2.18 -2.76 0.363
H -1.20 0.48 -2.85 0.316
H -2.79 0.93 -2.20 0.312
H 1.01 0.49 2.30 0.350
H 2.60 0.77 1.42 0.315
H -0.11 1.66 -0.93 0.296
H -1.66 2.12 -0.30 0.308
H -1.44 -2.11 0.12 0.188
H -1.77 -1.50 -1.40 0.229
```

Results
Highest occupied orbital energy (alpha / beta): -7.8750 / -6.7412 eV
Gap between HOMO and LUMO (alpha / beta): 8.174 / 7.439 eV



Entry two
A molecular structure, C4H12BN. Source: the OMol25 dataset; level of theory: ωB97M-V/def2-TZVPD.

Geometry as XYZ:
```
18
Properties=species:S:1:pos:R:3:mulliken_charge:R:1
B 0.73 -0.52 0.51 0.199
C 0.83 -0.77 2.09 -0.949
C 1.42 -1.25 -0.76 -0.971
C -1.91 0.46 -0.77 -0.987
C -0.69 1.38 -1.09 -0.500
N 0.32 1.45 -0.05 -0.607
H -0.01 -0.39 2.71 0.312
H 1.67 -0.21 2.45 0.343
H 0.99 -1.82 2.30 0.319
H 1.53 -0.76 -1.68 0.317
H 0.92 -2.19 -0.98 0.352
H 2.41 -1.42 -0.35 0.325
H -2.53 0.73 0.11 0.279
H -2.61 0.40 -1.63 0.341
H -1.56 -0.52 -0.64 0.267
H -0.37 1.18 -1.98 0.398
H -1.07 2.44 -1.05 0.319
H -0.09 1.83 0.80 0.242
```

Results
Highest occupied orbital energy: -8.1212 eV
Gap between HOMO and LUMO: 8.674 eV



Decreasing stability: entry two, entry one



Entry one
A single C5H7ClN2 molecule. Source: the OMol25 dataset; level of theory: ωB97M-V/def2-TZVPD.

Geometry as XYZ:
```
15
Properties=species:S:1:pos:R:3:mulliken_charge:R:1
C -2.46 0.96 -0.36 -0.172
C -1.51 1.49 -1.06 -0.123
C -1.08 -0.27 0.99 0.188
C 1.80 -1.19 -0.46 -1.159
C 1.33 -0.12 0.51 -0.027
N -2.30 0.07 0.68 -0.625
N -0.03 0.16 0.38 -0.390
Cl 2.21 1.43 0.14 -0.224
H -3.51 1.18 -0.55 0.343
H -0.72 1.95 -1.58 0.440
H -1.03 -0.97 1.82 0.368
H 1.33 -2.13 -0.19 0.324
H 1.48 -0.92 -1.47 0.310
H 2.88 -1.30 -0.43 0.363
H 1.62 -0.35 1.55 0.384
```

Results
Highest occupied orbital energy (alpha / beta): -8.6150 / -8.6151 eV
Gap between HOMO and LUMO (alpha / beta): 7.439 / 7.440 eV



Entry two
A single C5H7ClN2 molecule. Source: the OMol25 dataset; level of theory: ωB97M-V/def2-TZVPD.

Geometry as XYZ:
```
15
Properties=species:S:1:pos:R:3:mulliken_charge:R:1
C 0.77 0.64 1.21 -1.367
C 0.28 -0.13 -0.11 1.151
C 0.96 0.57 -1.28 -1.299
N 0.53 -1.55 0.01 -0.302
N -0.53 -2.22 0.07 -0.355
C -1.68 -1.44 0.04 -0.414
C -1.33 -0.13 -0.02 0.198
Cl -2.33 1.29 -0.01 -0.162
H 1.86 0.63 1.51 0.340
H 0.17 0.17 2.13 0.294
H 0.36 1.61 1.14 0.419
H 2.07 0.57 -1.12 0.383
H 0.88 1.65 -1.19 0.356
H 0.67 0.19 -2.36 0.265
H -2.66 -1.84 -0.02 0.495
```

Results
Highest occupied orbital energy: -9.4425 eV
Gap between HOMO and LUMO: 9.425 eV



Decreasing stability: entry two, entry one



Entry one
5 unconnected molecules or ions with the total composition H10O4S. Source: the OMol25 dataset; level of theory: ωB97M-V/def2-TZVPD.

Geometry as XYZ:
```
15
Properties=species:S:1:pos:R:3:mulliken_charge:R:1
O -0.66 2.54 0.52 -0.655
H -0.11 3.14 0.00 0.340
H -0.47 1.70 0.07 0.280
O 0.00 0.21 -1.28 -0.596
H -0.14 0.61 -2.14 0.272
H 0.76 -0.36 -1.46 0.300
O 1.01 -3.18 0.73 -0.602
H 0.75 -2.26 0.56 0.280
H 1.18 -3.03 1.67 0.321
O 2.28 1.37 0.03 -0.658
H 1.49 0.98 -0.37 0.373
H 1.83 1.86 0.74 0.368
S -2.12 -1.02 0.04 -0.286
H -3.29 -1.50 -0.43 0.117
H -2.53 -1.04 1.32 0.147
```

Results
Highest occupied orbital energy: -9.7774 eV
Gap between HOMO and LUMO: 9.895 eV



Entry two
5 unconnected molecules or ions with the total composition H10O4S. Source: the OMol25 dataset; level of theory: ωB97M-V/def2-TZVPD.

Geometry as XYZ:
```
15
Properties=species:S:1:pos:R:3:mulliken_charge:R:1
O 0.81 -0.11 -2.71 -0.658
H 1.77 -0.19 -2.77 0.310
H 0.60 -0.76 -2.02 0.393
O 0.57 -0.27 1.73 -0.541
H 0.61 0.67 1.93 0.259
H 0.55 -0.72 2.58 0.278
O -2.37 -0.52 0.50 -0.586
H -1.84 0.13 0.01 0.306
H -3.18 -0.03 0.67 0.285
O 0.41 -1.98 -0.59 -0.675
H -0.35 -2.50 -0.87 0.337
H 0.24 -1.78 0.34 0.315
S 0.34 2.98 0.80 -0.411
H 1.66 2.75 0.76 0.186
H 0.18 2.31 -0.35 0.201
```

Results
Highest occupied orbital energy: -10.2295 eV
Gap between HOMO and LUMO: 10.702 eV



Decreasing stability: entry two, entry one